[1]
{
  "formula": "C3H10N3S",
  "method": "wB97M-V/def2-TZVPD",
  "total_charge": 1,
  "multiplicity": 1,
  "homo_energy_ev": [-11.63, -11.63],
  "de_lowest_kj_mol": 406.40,
  "total_energy_ev": -18568.6608,
  "symbols": ["C", "C", "C", "N", "N", "N", "S", "H", "H", "H", "H", "H", "H", "H", "H", "H", "H"],
  "positions_angstrom": [[-0.357, -1.852, 0.287], [-1.650, 1.373, -0.213], [-1.158, 0.375, 0.828], [-0.430, -3.063, -0.182], [4.297, 0.688, -0.001], [-1.312, -0.987, 0.343], [3.257, -0.526, 0.089], [-1.103, 1.255, -1.144], [-2.709, 1.237, -0.409], [-1.501, 2.383, 0.151], [-1.730, 0.488, 1.754], [-0.102, 0.530, 1.043], [-1.273, -3.453, -0.603], [0.377, -3.666, -0.135], [4.790, 1.038, 0.814], [4.537, 1.115, -0.889], [-2.266, -1.218, 0.043]],
  "mulliken_charge": [-0.17, -1.10, -0.24, -0.26, -0.26, -0.07, 0.30, 0.32, 0.35, 0.33, 0.27, 0.23, 0.19, 0.24, 0.31, 0.31, 0.26]
}



[2]
{
  "formula": "C3H10N3Si",
  "method": "wB97M-V/def2-TZVPD",
  "total_charge": 1,
  "multiplicity": 1,
  "homo_energy_ev": -13.81,
  "de_lowest_kj_mol": 225.90,
  "total_energy_ev": -15611.6682,
  "symbols": ["C", "C", "C", "N", "N", "N", "Si", "H", "H", "H", "H", "H", "H", "H", "H", "H", "H"],
  "positions_angstrom": [[-1.679, 1.692, -0.535], [-0.689, -0.396, 1.630], [-0.904, -1.524, -1.162], [4.009, 0.490, 0.333], [1.854, 0.140, -0.257], [2.946, 0.244, -0.049], [-1.316, -0.065, -0.051], [-0.884, 2.109, -1.108], [-2.665, 1.647, -1.067], [-1.776, 2.403, 0.281], [-0.985, -1.286, 2.299], [0.349, -0.478, 1.373], [-0.890, 0.466, 2.322], [-1.220, -2.438, -0.596], [-1.177, -1.647, -2.141], [0.203, -1.561, -1.072], [4.823, 0.204, -0.200]],
  "mulliken_charge": [-0.95, -0.83, -0.93, -0.76, -0.45, 0.89, 0.58, 0.36, 0.31, 0.37, 0.35, 0.31, 0.34, 0.33, 0.46, 0.31, 0.31]
}



[3]
{
  "formula": "C3H10N4",
  "method": "wB97M-V/def2-TZVPD",
  "multiplicity": 1,
  "homo_energy_ev": -8.34,
  "smiles": "CNC(=NN)NC",
  "de_lowest_kj_mol": 166.52,
  "total_energy_ev": -9231.8579,
  "symbols": ["C", "C", "C", "H", "H", "H", "H", "H", "H", "H", "H", "H", "H", "N", "N", "N", "N"],
  "positions_angstrom": [[0.460, 1.975, -0.315], [-0.172, -0.366, 0.017], [2.254, -0.776, 0.355], [0.843, 2.700, 0.366], [-0.246, 2.455, -0.959], [1.283, 1.454, -0.795], [-1.127, 1.171, 0.783], [1.009, -1.556, -1.110], [2.077, -0.884, 1.414], [2.552, 0.265, 0.332], [3.125, -1.447, 0.051], [-3.097, -0.939, 0.548], [-2.644, 0.012, -0.717], [-0.172, 0.926, 0.495], [1.086, -0.776, -0.506], [-1.253, -1.047, -0.197], [-2.379, -0.280, 0.172]],
  "mulliken_charge": [-0.91, 0.42, -0.76, 0.26, 0.29, 0.37, 0.44, 0.26, 0.27, 0.24, 0.32, 0.26, 0.19, -0.29, -0.23, -0.64, -0.50]
}



[4]
{
  "formula": "C3H10N4",
  "method": "wB97M-V/def2-TZVPD",
  "multiplicity": 1,
  "homo_energy_ev": -8.62,
  "smiles": "[H]/N=C\\N=N\\C.CN",
  "de_lowest_kj_mol": 262.77,
  "total_energy_ev": -9230.8604,
  "symbols": ["C", "C", "N", "N", "N", "C", "N", "H", "H", "H", "H", "H", "H", "H", "H", "H", "H"],
  "positions_angstrom": [[1.064, 1.972, 0.274], [-1.810, -0.578, -0.821], [0.803, 0.601, -0.040], [1.283, -0.230, 0.741], [-1.633, 0.308, 0.315], [1.322, -1.571, 0.546], [1.954, -2.197, -0.354], [-1.759, -0.201, 1.184], [-2.317, 1.056, 0.291], [2.332, -1.594, -1.092], [0.920, -2.145, 1.374], [1.591, 2.112, 1.224], [1.660, 2.383, -0.551], [0.105, 2.498, 0.284], [-1.067, -1.370, -0.767], [-1.639, -0.008, -1.731], [-2.806, -1.038, -0.877]],
  "mulliken_charge": [-0.78, -0.77, 0.25, -0.52, -0.46, 0.03, -0.53, 0.18, 0.22, 0.26, 0.35, 0.36, 0.29, 0.26, 0.25, 0.27, 0.34]
}



[5]
{
  "formula": "C3H10N4",
  "method": "wB97M-V/def2-TZVPD",
  "multiplicity": 1,
  "homo_energy_ev": -8.02,
  "de_lowest_kj_mol": 406.17,
  "total_energy_ev": -9229.3741,
  "symbols": ["C", "N", "N", "H", "H", "H", "H", "C", "C", "N", "N", "H", "H", "H", "H", "H", "H"],
  "positions_angstrom": [[0.684, -0.192, 1.791], [-0.512, -0.745, 1.183], [-0.768, -1.957, 1.189], [0.046, -2.523, 1.490], [0.922, 0.727, 1.256], [1.532, -0.880, 1.724], [0.460, 0.054, 2.832], [0.130, -0.531, -1.611], [-0.357, 1.228, -1.131], [-1.421, 1.162, -0.377], [0.538, 2.099, -1.260], [-1.291, 0.133, 0.411], [-1.846, 2.043, -0.131], [1.278, 1.888, -1.918], [1.197, -0.733, -1.504], [-0.117, -0.401, -2.667], [-0.474, -1.371, -1.278]],
  "mulliken_charge": [-0.79, 0.20, -0.52, 0.27, 0.26, 0.36, 0.30, -1.14, 0.39, -0.56, -0.75, 0.47, 0.21, 0.24, 0.28, 0.40, 0.36]
}



[6]
{
  "formula": "C3H10N4",
  "method": "wB97M-V/def2-TZVPD",
  "multiplicity": 1,
  "homo_energy_ev": [-6.50, -5.69],
  "de_lowest_kj_mol": 484.69,
  "total_energy_ev": -9228.5603,
  "symbols": ["C", "C", "N", "N", "N", "C", "N", "H", "H", "H", "H", "H", "H", "H", "H", "H", "H"],
  "positions_angstrom": [[-0.775, 0.332, 0.880], [-0.775, -0.774, 1.904], [-0.228, 0.756, -1.181], [-1.520, 0.528, -1.714], [2.338, 0.390, -0.847], [1.451, -0.496, -0.268], [0.162, -0.383, -0.448], [-1.502, -0.260, -2.362], [-1.762, 1.366, -2.233], [3.315, 0.140, -0.866], [1.875, 1.012, -1.505], [-1.774, 0.548, 0.517], [-0.249, 1.225, 1.205], [1.826, -1.259, 0.398], [-1.388, -0.439, 2.749], [0.227, -0.999, 2.268], [-1.220, -1.685, 1.505]],
  "mulliken_charge": [-0.22, -1.16, -0.59, -0.52, -0.37, -0.06, -0.10, 0.22, 0.22, 0.20, 0.26, 0.46, 0.27, 0.37, 0.39, 0.31, 0.30]
}



[7]
{
  "formula": "C3H10N4",
  "method": "wB97M-V/def2-TZVPD",
  "multiplicity": 1,
  "homo_energy_ev": -9.11,
  "smiles": "[H]/N=C(/N)NC.C=N",
  "de_lowest_kj_mol": 186.23,
  "total_energy_ev": -9231.6537,
  "symbols": ["C", "N", "C", "N", "H", "H", "H", "H", "H", "H", "N", "C", "N", "H", "H", "H", "H"],
  "positions_angstrom": [[0.945, -1.403, -0.570], [-0.147, -0.440, -0.665], [0.751, 1.567, -0.291], [2.007, 1.553, -0.157], [-0.701, -0.585, -1.504], [2.364, 1.217, 0.735], [0.299, 1.920, -1.211], [1.418, -1.490, -1.546], [0.630, -2.385, -0.210], [1.685, -1.004, 0.124], [-2.325, 0.029, 0.152], [-0.994, -0.207, 0.518], [-0.711, -0.548, 1.714], [-2.892, 0.155, 0.979], [-2.474, 0.778, -0.510], [0.258, -0.811, 1.850], [-0.112, 1.652, 0.591]],
  "mulliken_charge": [-0.99, -0.20, 0.02, -0.70, 0.25, 0.23, 0.30, 0.33, 0.32, 0.30, -0.59, 0.50, -0.73, 0.27, 0.24, 0.27, 0.18]
}



[8]
{
  "formula": "C3H10N4O",
  "method": "wB97M-V/def2-TZVPD",
  "multiplicity": 1,
  "homo_energy_ev": -9.13,
  "smiles": "N/N=C(\\CCO)NN",
  "de_lowest_kj_mol": 582.41,
  "total_energy_ev": -11276.1644,
  "symbols": ["C", "C", "C", "H", "H", "H", "H", "H", "H", "H", "H", "H", "H", "N", "N", "N", "N", "O"],
  "positions_angstrom": [[0.474, -0.601, -0.023], [0.207, 0.619, 0.765], [-0.630, 1.651, 0.045], [-1.122, -2.210, 1.227], [-2.380, -1.569, 0.426], [-0.299, -1.894, -1.342], [1.194, 1.025, 0.965], [-0.323, 0.247, 1.626], [-1.319, 2.291, 0.832], [0.002, 2.324, -0.544], [-1.419, 0.136, -0.882], [3.349, -0.239, -0.497], [2.073, 0.953, -0.828], [-1.393, -1.970, 0.297], [-0.664, -1.179, -0.675], [1.521, -0.810, -0.495], [2.476, 0.076, -0.115], [-1.746, 1.150, -0.782]],
  "mulliken_charge": [0.16, -0.74, -0.34, 0.24, 0.25, 0.35, 0.53, 0.31, 0.21, 0.23, 0.49, 0.28, 0.29, -0.71, 0.02, -0.35, -0.64, -0.59]
}



[9]
{
  "formula": "C3H10N4O2",
  "method": "wB97M-V/def2-TZVPD",
  "multiplicity": 1,
  "homo_energy_ev": [-7.96, -7.92],
  "de_lowest_kj_mol": 419.33,
  "total_energy_ev": -13325.3414,
  "symbols": ["C", "C", "O", "O", "H", "H", "H", "H", "C", "N", "N", "N", "N", "H", "H", "H", "H", "H", "H"],
  "positions_angstrom": [[-0.570, -1.885, -0.682], [-1.227, -0.324, -0.277], [-1.379, 0.290, -1.524], [-2.224, -0.410, 0.449], [-2.338, 0.445, -1.594], [-0.298, -2.428, 0.222], [0.190, -1.868, -1.465], [-1.470, -2.335, -1.102], [0.271, 0.654, 0.646], [2.103, -0.158, -0.452], [0.543, 1.876, 0.015], [-0.036, 0.906, 1.988], [1.269, -0.348, 0.528], [2.923, -0.757, -0.435], [2.203, 0.810, -0.782], [-0.955, 0.540, 2.228], [0.248, 1.915, -0.952], [0.187, 2.664, 0.542], [0.560, 0.414, 2.648]],
  "mulliken_charge": [-1.21, 0.80, -0.52, -0.69, 0.33, 0.29, 0.34, 0.41, 0.77, -0.28, -0.74, -0.69, -0.32, 0.23, 0.26, 0.29, 0.25, 0.25, 0.25]
}



[10]
{
  "formula": "C3H10N7",
  "method": "wB97M-V/def2-TZVPD",
  "total_charge": 1,
  "multiplicity": 1,
  "homo_energy_ev": -12.86,
  "de_lowest_kj_mol": 809.96,
  "total_energy_ev": -13689.1674,
  "symbols": ["C", "C", "C", "N", "N", "N", "N", "N", "N", "N", "H", "H", "H", "H", "H", "H", "H", "H", "H", "H"],
  "positions_angstrom": [[1.697, -0.175, -1.749], [1.165, -1.999, -0.107], [1.504, -0.556, -0.273], [-0.642, -0.062, 0.706], [-1.622, 0.478, 1.171], [-0.461, 2.600, 0.494], [0.440, 2.066, 0.048], [0.391, 0.441, 0.170], [-2.592, 0.501, 1.901], [-3.820, 0.679, 1.513], [2.035, 0.871, -2.001], [2.477, -1.011, -2.169], [0.709, -0.330, -2.191], [2.145, -2.561, -0.196], [0.445, -2.381, -0.820], [0.875, -2.158, 0.928], [2.415, -0.218, 0.328], [1.255, 2.358, -0.595], [-3.929, 0.870, 0.519], [-4.489, 0.588, 2.323]],
  "mulliken_charge": [-1.18, -1.23, 0.32, 0.43, -0.12, -0.49, 0.41, 0.49, -0.52, -0.34, 0.38, 0.31, 0.36, 0.41, 0.33, 0.38, 0.19, 0.30, 0.26, 0.31]
}



[11]
{
  "formula": "C3H10N7O5ReS",
  "method": "wB97M-V/def2-TZVPD",
  "total_charge": 1,
  "multiplicity": 2,
  "homo_energy_ev": [-11.67, -11.82],
  "de_lowest_kj_mol": 8.92,
  "total_energy_ev": -36900.0419,
  "symbols": ["Re", "N", "N", "N", "C", "N", "N", "H", "H", "H", "O", "C", "S", "O", "O", "O", "H", "H", "H", "N", "C", "N", "O", "H", "H", "H", "H"],
  "positions_angstrom": [[0.589, -0.348, -0.998], [2.397, 0.787, 3.858], [1.468, 0.468, 2.897], [0.214, 0.209, 3.205], [-0.280, -0.145, 2.034], [0.666, -0.088, 1.086], [1.791, 0.316, 1.663], [1.903, 1.216, 4.633], [3.081, 1.417, 3.453], [-1.302, -0.424, 1.857], [1.582, -1.504, -1.697], [-0.084, 3.415, -2.218], [0.203, 2.403, -0.817], [-0.860, 1.352, -0.762], [0.337, 3.207, 0.349], [1.432, 1.569, -1.132], [-0.991, 3.987, -2.036], [-0.182, 2.786, -3.098], [0.773, 4.080, -2.302], [-0.606, -3.477, -1.759], [-1.438, -2.672, -1.104], [-2.671, -3.100, -0.796], [-1.114, -1.507, -0.727], [-0.884, -4.391, -2.067], [0.319, -3.145, -1.990], [-3.032, -3.972, -1.139], [-3.312, -2.441, -0.392]],
  "mulliken_charge": [1.35, -0.56, 1.26, -0.82, -0.10, 0.10, -0.70, 0.32, 0.31, 0.50, -0.65, -0.94, 1.45, -0.55, -0.58, -0.62, 0.37, 0.30, 0.37, -0.27, 0.71, -0.40, -0.67, 0.19, 0.20, 0.19, 0.23]
}



[12]
{
  "formula": "C3H10NO",
  "method": "wB97M-V/def2-TZVPD",
  "multiplicity": 2,
  "homo_energy_ev": [-8.57, -8.57],
  "de_lowest_kj_mol": 162.23,
  "total_energy_ev": -6807.0650,
  "symbols": ["C", "O", "H", "H", "H", "C", "N", "C", "H", "H", "H", "H", "H", "H", "H"],
  "positions_angstrom": [[-1.944, -1.652, 1.958], [-0.666, -1.530, 1.478], [-1.951, -2.296, 2.822], [-2.689, -1.940, 1.195], [-2.604, -0.804, 2.285], [0.728, 1.880, -0.458], [1.471, 1.162, -1.498], [1.373, -0.265, -1.224], [1.160, 2.879, -0.335], [0.664, 1.294, 0.455], [-0.348, 2.091, -0.706], [1.036, 1.335, -2.393], [0.301, -0.618, -1.327], [1.835, -0.866, -2.016], [1.634, -0.670, -0.236]],
  "mulliken_charge": [-0.54, -0.27, 0.27, 0.27, 0.27, -0.69, -0.40, -0.79, 0.25, 0.25, 0.25, 0.25, 0.28, 0.33, 0.27]
}



[13]
{
  "formula": "C3H10NO",
  "method": "wB97M-V/def2-TZVPD",
  "total_charge": 1,
  "multiplicity": 1,
  "homo_energy_ev": -14.86,
  "smiles": "C[NH2+]CCO",
  "de_lowest_kj_mol": 67.05,
  "total_energy_ev": -6803.6158,
  "symbols": ["O", "C", "C", "N", "C", "H", "H", "H", "H", "H", "H", "H", "H", "H", "H"],
  "positions_angstrom": [[1.945, -1.386, 1.330], [1.128, -1.202, 0.197], [0.266, -0.025, 0.576], [-0.718, 0.262, -0.563], [-1.368, 1.587, -0.600], [2.267, -2.297, 1.389], [0.529, -2.086, 0.024], [1.768, -0.932, -0.651], [-0.356, -0.121, 1.455], [0.800, 0.913, 0.669], [-0.222, 0.078, -1.444], [-1.425, -0.470, -0.586], [-1.933, 1.677, -1.519], [-2.060, 1.634, 0.234], [-0.622, 2.367, -0.511]],
  "mulliken_charge": [-0.49, -0.43, -0.53, -0.25, -0.82, 0.33, 0.40, 0.30, 0.36, 0.31, 0.39, 0.39, 0.36, 0.35, 0.34]
}



[14]
{
  "formula": "C3H10NO",
  "method": "wB97M-V/def2-TZVPD",
  "total_charge": 2,
  "multiplicity": 2,
  "homo_energy_ev": [-20.85, -20.93],
  "de_lowest_kj_mol": 0.00,
  "total_energy_ev": -6791.9891,
  "symbols": ["C", "N", "H", "H", "H", "H", "H", "H", "O", "C", "C", "H", "H", "H", "H"],
  "positions_angstrom": [[5.906, -1.262, 3.680], [6.749, -1.441, 2.428], [6.232, -0.348, 4.165], [4.868, -1.199, 3.379], [6.084, -2.133, 4.309], [7.739, -1.495, 2.658], [6.595, -0.639, 1.814], [6.431, -2.269, 1.921], [-5.928, 1.073, -1.533], [-5.228, 0.649, -2.395], [-4.197, 1.511, -3.099], [-5.337, -0.427, -2.667], [-3.238, 1.263, -2.653], [-4.475, 2.559, -3.038], [-4.216, 1.174, -4.141]],
  "mulliken_charge": [-0.73, -0.34, 0.33, 0.32, 0.33, 0.36, 0.36, 0.36, 0.03, 0.30, -0.69, 0.38, 0.31, 0.34, 0.32]
}